Entry from the OMol25 dataset: a 2-piece molecular cluster, C4H12N4O2 overall (ωB97M-V with the def2-TZVPD basis set).

Geometry as XYZ:
```
22
Properties=species:S:1:pos:R:3:mulliken_charge:R:1
C 1.08796 -0.68591 1.03742 -0.97
C -0.89877 0.04296 0.91007 0.53
N -1.55253 -1.19658 0.98157 -0.43
N 1.29863 -1.96251 0.46183 -0.51
O -1.01751 0.96249 1.71833 -0.68
H -2.02610 -1.46577 0.12829 0.25
H -2.13573 -1.24318 1.80432 0.27
H 0.45931 -2.52813 0.52528 0.29
H 1.60346 -1.89875 -0.50433 0.27
H 0.78343 -0.76182 2.07849 0.47
H 1.99084 -0.07905 1.00530 0.38
C 1.17696 1.96363 -0.23307 -1.32
N -0.90643 0.55557 -0.60392 0.21
C 0.65806 0.65969 -0.75420 0.66
N -1.49888 -0.29313 -1.59785 -0.76
O 1.12497 -0.00597 -1.66297 -0.69
H -1.36960 1.46775 -0.56502 0.38
H -0.69256 -0.69002 -2.09295 0.27
H -2.00563 0.29009 -2.25498 0.25
H 0.84787 2.76433 -0.90693 0.40
H 0.80743 2.17009 0.76991 0.36
H 2.26481 1.93419 -0.24458 0.38
```

Properties
LUMO energy = 0.0165 hartree
energy above the lowest of the compared OMol25 structures with the same formula, charge and spin = 401.48 kJ/mol
HOMO level = -7.00 eV
gap between HOMO and LUMO = 7.4 eV